[1]
84
Properties=species:S:1:pos:R:3 method="wB97M-V/def2-TZVPD" orbital_gap_ha="0.2505 / 0.2241" multiplicity=4 charge=+2
Mo 0.22906 -0.00163 1.32279
O -0.88127 -1.64605 0.55741
C -0.17146 -2.89199 0.12239
C 1.25202 -2.40942 -0.12319
O 2.08710 -3.06970 -0.65035
O 1.45754 -1.10792 0.27307
C -0.87931 -3.45153 -1.09749
C -2.06227 -2.92623 -1.50218
C -2.78382 -3.58072 -2.54881
C -2.20109 -4.66624 -3.16999
C -0.95976 -5.10523 -2.80921
C -0.27286 -4.53183 -1.69519
C -0.36395 -3.74903 1.35209
C -1.37793 -4.62458 1.39492
C -1.71431 -5.33766 2.57658
C -0.86427 -5.15591 3.66168
C 0.17432 -4.19805 3.65686
C 0.46455 -3.57778 2.50845
H -1.71620 -1.93664 0.96062
H -2.49379 -2.05752 -1.03201
H -3.71327 -3.21556 -2.90264
H -2.66348 -5.22787 -3.94515
H -0.49344 -5.91750 -3.34128
H 0.65649 -4.88660 -1.29027
H -1.87084 -4.81102 0.46298
H -2.53198 -5.99002 2.64587
H -1.06024 -5.74554 4.61681
H 0.80132 -4.01837 4.52619
H 1.24492 -2.75569 2.54322
C 3.02459 3.66483 1.16788
C 3.08899 2.65961 0.01556
C 4.01137 1.41349 0.43547
C 3.70699 3.41529 -1.18587
Sb 1.18562 1.91672 -0.62844
C -0.21322 3.47621 -0.74076
C -0.63452 3.90407 0.66822
C 0.31078 4.70896 -1.50193
C -1.45539 2.91542 -1.42621
C 1.34272 0.92507 -2.67861
C 1.31645 2.03627 -3.70361
C 2.64006 0.13094 -2.69292
C 0.16725 -0.02695 -2.75328
H 4.01348 4.03683 1.46597
H 2.57541 3.21553 2.11818
H 2.44443 4.59321 0.88023
H 5.06341 1.81608 0.46452
H 3.86946 0.54629 -0.20461
H 3.66485 1.09018 1.47388
H 4.52173 4.03044 -0.80908
H 3.00705 4.06807 -1.62394
H 3.97775 2.70408 -1.99078
H 0.14324 4.47950 1.21998
H -0.87172 3.06844 1.35220
H -1.50777 4.61472 0.62221
H 1.09916 5.33214 -1.01935
H -0.45797 5.44213 -1.77468
H 0.81029 4.38752 -2.42873
H -1.86265 2.03464 -0.88452
H -1.27241 2.58003 -2.46976
H -2.24628 3.70942 -1.43851
H 2.20397 2.68542 -3.64855
H 0.41105 2.63565 -3.61195
H 1.36026 1.56122 -4.71614
H 3.48312 0.75768 -2.65377
H 2.59482 -0.45027 -3.67611
H 2.73596 -0.62510 -1.87270
H -0.72246 0.49474 -3.06006
H 0.01446 -0.58314 -1.80598
H 0.37545 -0.79564 -3.54110
C -3.46378 0.90637 1.08629
P -2.17635 0.53687 2.30312
C -2.46852 1.75023 3.63054
C -2.47598 -1.06258 3.14349
H -4.42747 0.42189 1.30200
H -3.22866 0.53315 0.09415
H -3.59015 2.03266 0.98585
H -3.49992 1.74860 4.00774
H -2.24632 2.74267 3.31969
H -1.78604 1.50723 4.46878
H -2.95948 -1.88828 2.62805
H -3.00644 -0.92788 4.11020
H -1.56787 -1.51579 3.52583
S 0.88935 2.09521 4.05716
C 0.79608 1.14373 2.92062



[2]
56
Properties=species:S:1:pos:R:3 method="wB97M-V/def2-TZVPD" orbital_gap_ha=0.3370 smiles="COc1ccccc1CNC(=O)C[N@H+]1CC[C@@H](NC(=O)c2ccccc2F)CC1" charge=+1
C 0.44240 3.10331 0.23685
O 1.62146 2.42332 0.62643
C 2.23317 1.60871 -0.27282
C 1.78196 1.38327 -1.57020
C 2.46358 0.51067 -2.40112
C 3.59793 -0.14706 -1.95965
C 4.04869 0.06836 -0.66855
C 3.37936 0.93187 0.18403
C 3.85131 1.12110 1.60801
N 3.94822 -0.14159 2.32782
C 2.96029 -0.99363 2.55524
O 3.07730 -2.06419 3.13683
C 1.55285 -0.62039 2.06197
N 0.78515 -1.87729 2.08721
C 1.00561 -2.67234 0.84796
C 0.03650 -2.24880 -0.24099
C -1.41162 -2.60865 0.14953
N -2.35697 -1.67058 -0.44031
C -2.27647 -0.31907 -0.38807
O -1.41413 0.27892 0.23391
C -3.34157 0.37877 -1.16081
C -4.68410 0.02343 -1.05309
C -5.65444 0.72282 -1.74675
C -5.30029 1.78280 -2.56705
C -3.97253 2.15107 -2.69445
C -3.01464 1.45224 -1.98516
F -1.72079 1.79694 -2.12813
C -1.53978 -2.68741 1.68541
C -0.65701 -1.65172 2.36671
H 0.16241 3.70903 1.09646
H 0.62131 3.75451 -0.62107
H -0.35751 2.39534 0.01007
H 0.89788 1.87878 -1.93425
H 2.10224 0.35100 -3.40511
H 4.13167 -0.81664 -2.61479
H 4.93328 -0.43925 -0.31340
H 3.16466 1.79532 2.12592
H 4.84419 1.57241 1.61221
H 4.85421 -0.41904 2.68097
H 1.12025 0.10380 2.75624
H 1.55509 -0.18693 1.06435
H 1.28033 -2.40647 2.84755
H 2.03771 -2.52685 0.52620
H 0.87309 -3.73007 1.08197
H 0.11021 -1.17304 -0.39894
H 0.30809 -2.73581 -1.17630
H -1.66917 -3.58879 -0.26040
H -3.09651 -2.06241 -1.00068
H -4.97017 -0.78647 -0.39796
H -6.69070 0.44165 -1.64593
H -6.05902 2.32500 -3.10853
H -3.67038 2.96853 -3.32913
H -1.28939 -3.69244 2.02653
H -2.57471 -2.49633 1.96984
H -0.92117 -0.67068 1.96190
H -0.81500 -1.65686 3.44571



[3]
11
Properties=species:S:1:pos:R:3 method="wB97M-V/def2-TZVPD" orbital_gap_ha=0.3404 de_lowest_ev=6.4116 smiles=Oc1ccnn1O
O 1.71212 1.15827 0.29473
C 0.50114 0.56337 0.20426
C -0.62249 1.06827 0.83737
C -1.68319 0.21745 0.29931
N -1.31746 -0.85723 -0.53585
N 0.13198 -0.55470 -0.35488
O 0.89068 -1.55338 -0.61536
H 1.53796 1.96671 0.67805
H -0.75370 2.05559 1.06218
H -2.80596 0.06253 0.45492
H 0.32496 -2.13496 -1.44052



[4]
115
Properties=species:S:1:pos:R:3 method="wB97M-V/def2-TZVPD" orbital_gap_ha="0.1825 / 0.2227" multiplicity=2 de_lowest_ev=0.0000 charge=+2
In 0.45202 1.47259 -0.95656
N -2.61362 1.15302 4.29933
C -1.50981 0.71621 3.67591
S -0.18937 1.75769 3.66758
N -1.59972 -0.54243 3.13592
N 0.58067 -0.66705 2.00218
C 1.83991 -1.13350 1.98338
C 2.32526 -2.06380 3.02400
C 3.37332 -1.63453 3.84473
C 3.77453 -2.39335 4.93149
C 3.14812 -3.59723 5.21856
C 2.15147 -4.06578 4.37570
C 1.74592 -3.30736 3.28868
C 2.76642 -0.57439 1.05538
C 3.99589 -1.25724 0.85401
C 4.93984 -0.75862 -0.00239
C 4.68373 0.44764 -0.66705
C 3.45086 1.02528 -0.49208
N 2.48767 0.55000 0.31564
H -2.57789 2.06643 4.71736
H -3.48493 0.65263 4.33692
H 3.84416 -0.67911 3.65296
H 4.57268 -2.02974 5.56457
H 3.43904 -4.17069 6.08781
H 1.68244 -5.02209 4.56711
H 1.00058 -3.70115 2.60920
H 4.17257 -2.18373 1.38039
H 5.87053 -1.28740 -0.15714
H 5.42500 0.91218 -1.30119
H 3.19770 1.93938 -1.02493
C -2.14695 3.73908 -3.72829
C -1.08248 2.86986 -3.50426
N -0.64039 3.00875 -2.25425
N -1.40250 3.94102 -1.65430
C -2.32460 4.38921 -2.52335
B -1.42793 4.11038 -0.11664
N -2.16027 2.82248 0.35907
C -3.42915 2.67961 0.77478
C -3.75753 1.33866 0.72348
C -2.61070 0.70809 0.25412
N -1.65483 1.60919 0.03507
N -0.00696 4.17705 0.48050
C 0.45132 5.11412 1.32700
C 1.74652 4.79451 1.68241
C 2.01791 3.61218 1.00484
N 0.95573 3.25375 0.28579
N -2.14762 5.38312 0.25721
C -1.92924 6.61192 -0.29327
C -2.62842 7.53317 0.43744
C -3.24845 6.77476 1.44958
N -2.95072 5.49479 1.34065
H -2.71773 3.86310 -4.63095
H -0.60348 2.17810 -4.17321
H -3.06025 5.11975 -2.23411
H -3.98504 3.53772 1.10211
H -4.70607 0.89352 0.96700
H -2.43260 -0.33575 0.07335
H -0.15230 5.95057 1.63352
H 2.39665 5.33934 2.34219
H 2.91408 3.01766 1.01626
H -1.28591 6.73152 -1.14999
H -2.69350 8.59438 0.27540
H -3.89399 7.10940 2.24477
O 0.08695 -0.87634 -0.66070
P -0.55550 -2.15770 -0.23713
N -1.87606 -2.46462 -1.20095
C -2.14942 -3.80119 -1.75043
C -3.40701 -3.57940 -2.57834
C -3.19354 -2.18842 -3.19340
C -2.21568 -1.46763 -2.25002
N -1.15757 -2.10930 1.34344
C -2.28187 -2.99055 1.69768
C -2.66448 -2.78638 3.15350
C -2.81726 -1.30516 3.45430
C -0.54871 -1.37246 2.47327
N 0.59791 -3.34090 -0.26284
C 1.57882 -3.24212 -1.37530
C 2.19678 -4.63327 -1.45614
C 1.03647 -5.54371 -1.04985
C 0.39966 -4.76089 0.09385
H -2.30072 -4.52476 -0.94916
H -1.32913 -4.14786 -2.39096
H -4.28304 -3.58158 -1.92984
H -3.53600 -4.35142 -3.33390
H -4.13136 -1.64431 -3.27975
H -2.76116 -2.27358 -4.18932
H -2.66843 -0.58799 -1.79342
H -1.32107 -1.13909 -2.78428
H -2.02810 -4.04216 1.53398
H -3.12853 -2.74229 1.05083
H -1.92700 -3.23849 3.81843
H -3.61283 -3.28798 3.33920
H -3.05118 -1.17818 4.51351
H -3.64972 -0.91661 2.85747
H -0.19756 -2.06405 3.23715
H 0.37993 -0.01948 1.27284
H 2.30695 -2.46105 -1.15712
H 1.07962 -2.97885 -2.31566
H 3.01280 -4.72487 -0.73696
H 2.58211 -4.85487 -2.44922
H 1.35965 -6.53438 -0.73757
H 0.33702 -5.65412 -1.88089
H 0.93485 -4.97786 1.02160
H -0.65046 -5.01241 0.23848
S 1.56807 0.05283 -2.94244
C 2.28357 1.05410 -4.11043
N 3.33035 0.53776 -4.82601
C 3.92929 1.22662 -5.81966
C 3.48266 2.47498 -6.12971
C 2.42059 2.97285 -5.35673
N 1.85787 2.29006 -4.37974
H 3.63730 -0.39726 -4.58915
H 4.75212 0.74482 -6.32883
H 3.93247 3.05283 -6.92122
H 2.01203 3.95981 -5.54386



[5]
65
Properties=species:S:1:pos:R:3 method="wB97M-V/def2-TZVPD" orbital_gap_ha="0.1149 / 0.1143"
Tl 0.89120 -0.52797 2.46599
C 1.22634 -1.47481 -1.95880
C -0.03199 -2.00352 -1.29524
C -1.16875 -2.25296 -2.30844
C 0.41005 -3.16354 -0.44323
O -0.49985 -1.02408 -0.34899
Si -1.38135 0.35322 -0.24600
S -0.69472 1.59299 1.32918
O -0.99327 1.14549 -1.63433
C -1.62814 2.36692 -2.17130
C -0.71842 2.96480 -3.20622
C -1.94962 3.39117 -1.03339
C -2.84310 1.87370 -2.90738
O -2.97025 0.07196 -0.07690
C -3.88236 -0.18313 1.01172
C -3.31641 -1.25810 1.94207
C -5.17039 -0.63268 0.30555
C -4.28611 1.04651 1.79397
H 1.73508 -2.42466 -2.30803
H 1.83494 -1.05072 -1.16113
H 1.01291 -0.74611 -2.77099
H -0.83220 -3.16947 -2.87802
H -1.36514 -1.43366 -2.97212
H -2.08298 -2.50871 -1.77605
H 0.74737 -4.04890 -1.02204
H -0.44384 -3.46512 0.19814
H 1.28234 -2.93828 0.19883
H 0.27134 3.25774 -2.70618
H -1.19247 3.85998 -3.63098
H -0.44351 2.22674 -3.92736
H -1.02889 3.62735 -0.51877
H -2.68287 2.98580 -0.38188
H -2.27861 4.29397 -1.54866
H -2.54294 1.26165 -3.76054
H -3.35880 2.75558 -3.27580
H -3.55090 1.30608 -2.30213
H -2.79709 -2.00767 1.31894
H -4.11593 -1.75562 2.56387
H -2.58239 -0.79326 2.66451
H -4.98042 -1.53291 -0.29411
H -5.50816 0.11802 -0.40113
H -5.93574 -0.77452 1.06550
H -3.44005 1.38972 2.39685
H -5.10035 0.74455 2.42872
H -4.58273 1.87887 1.14910
N -2.21950 -5.86110 5.49844
C -1.51981 -5.22297 4.79979
N -0.95551 -4.63297 3.83826
C -0.04029 -3.83874 3.60367
N 0.77835 -3.10891 3.20843
O 6.03708 1.20592 3.11035
C 6.18101 1.41051 1.75328
C 7.43720 1.69170 1.20470
C 7.54414 1.65317 -0.18639
C 6.46105 1.40997 -0.99894
C 5.25954 0.99668 -0.50390
C 5.07771 1.09549 0.89101
C 3.72316 0.90794 1.54928
O 3.47230 1.75480 2.51159
O 2.94912 0.02845 1.07427
H 4.97015 1.20056 3.10606
H 8.28815 1.89813 1.85167
H 8.49877 1.87753 -0.67627
H 6.59357 1.62784 -2.09944
H 4.43302 0.56360 -1.10262



[6]
9
Properties=species:S:1:pos:R:3 method="wB97M-V/def2-TZVPD" orbital_gap_ha=0.3144 de_lowest_ev=0.3417 smiles="NCC(=O)[O-]" charge=-1
N 0.16462 0.61023 -1.30129
C -0.62269 -0.02068 -0.14747
C 0.30646 -0.44025 1.08459
O -0.30279 -0.70908 2.13760
O 1.52996 -0.27798 0.89223
H 0.80420 1.16449 -0.74230
H 0.72163 -0.20879 -1.51530
H -1.38155 0.69661 0.18888
H -1.21984 -0.81454 -0.59695